{"formula": "C5H14", "method": "the ωB97M-V functional and the def2-TZVPD basis", "species": ["C", "C", "C", "H", "H", "H", "H", "H", "H", "H", "H", "C", "C", "H", "H", "H", "H", "H", "H"], "coordinates": [[-1.67088, -0.29008, 0.82144], [-1.72249, 1.24525, 0.99950], [-1.94865, -0.82403, -0.63468], [-0.78099, -0.73559, 1.22101], [-2.57239, -0.65248, 1.37832], [-1.47439, 1.41773, 2.14136], [-2.96516, -0.77253, -0.93262], [-1.27223, -0.14906, -1.22433], [-2.76866, 1.61971, 0.83550], [-0.97808, 1.74450, 0.51591], [-1.45616, -1.86403, -0.59613], [2.00751, 0.21582, -0.09875], [3.10335, -0.39822, -1.04721], [2.45700, 1.20481, 0.09171], [1.03965, 0.38075, -0.62454], [1.85816, -0.22615, 0.96795], [3.12429, -0.05450, -2.14846], [4.11324, -0.20755, -0.55227], [3.06266, -1.39811, -1.31519]], "spin_multiplicity": 2, "homo_lumo_gap_ev": [11.424, 3.552], "charge": 1, "s2": 0.753, "e_tot_ha": -198.4357}


{"formula": "C4H8N2", "method": "the ωB97M-V functional and the def2-TZVPD basis", "species": ["C", "C", "C", "C", "N", "N", "H", "H", "H", "H", "H", "H", "H", "H"], "coordinates": [[1.76353, 0.45603, -0.42753], [-2.88354, 0.25978, -0.00875], [-3.97785, -0.52530, -0.17574], [4.09854, -0.20116, 0.14217], [-1.92434, 0.90641, 0.19347], [2.84397, 0.12539, -0.10761], [0.80726, 0.90001, -0.50336], [-3.92584, -1.14529, 0.65755], [-3.77954, -1.29073, -1.05115], [-4.85559, 0.02784, -0.05886], [4.56808, 0.65115, 0.43959], [4.54502, -0.44093, -0.76934], [4.00158, -1.06963, 0.87173], [-1.28128, 1.34644, 0.79783]], "spin_multiplicity": 3, "homo_lumo_gap_ev": [7.938, 7.884], "charge": 2, "s2": 2.005, "e_tot_ha": -265.7273}


{"formula": "C16H31N2O3PSZr", "method": "the ωB97M-V functional and the def2-TZVPD basis", "species": ["Zr", "C", "O", "C", "O", "C", "O", "C", "P", "H", "H", "C", "H", "C", "H", "H", "H", "C", "H", "C", "H", "H", "C", "H", "H", "H", "C", "H", "H", "H", "C", "H", "H", "H", "C", "H", "H", "H", "H", "H", "S", "C", "N", "C", "C", "C", "N", "H", "H", "H", "H", "H", "H", "H", "H"], "coordinates": [[-0.21965, -0.11528, -0.84634], [1.29559, 1.44865, -0.58394], [2.19666, 2.13394, -0.27542], [-1.20012, -0.36648, -2.80237], [-1.76366, -0.48021, -3.82241], [-1.23273, -1.03547, 0.82266], [-1.60705, -1.57632, 1.79755], [-1.20129, 3.34444, -0.75656], [-1.46224, 1.85455, 0.33703], [-2.08963, 3.29950, 2.10065], [-0.13816, 3.58263, -0.59170], [-3.32792, 1.71785, 0.29438], [-3.65509, 2.75985, 0.15542], [-2.04348, 4.56807, -0.34669], [-2.08838, 4.74987, 0.73188], [-3.06596, 4.49468, -0.73749], [-1.58924, 5.45729, -0.80587], [-1.41126, 3.01882, -2.23691], [-2.47763, 3.02067, -2.49521], [-1.24006, 1.66390, 3.18161], [-0.99510, 2.05568, -2.58237], [-0.91115, 3.80778, -2.81709], [0.03222, 3.53836, 2.04799], [-0.22954, 1.54355, 3.58050], [-1.85297, 2.09102, 3.98448], [-1.62854, 0.67280, 2.93300], [-1.21118, 2.64759, 2.00409], [0.27248, 3.73429, 3.09936], [-0.11945, 4.51024, 1.56851], [0.89340, 3.04664, 1.58740], [-3.94303, 1.20094, 1.60173], [-3.56820, 0.19566, 1.84925], [-5.03408, 1.13173, 1.45660], [-3.76253, 1.87572, 2.45290], [-3.80872, 0.88435, -0.89814], [-3.43295, 1.24221, -1.86747], [-4.90997, 0.93897, -0.91115], [-3.53357, -0.17820, -0.78983], [1.82857, 0.99265, 3.58885], [2.04967, 0.28706, 3.62848], [1.82554, -1.53773, -0.38744], [1.54340, -3.07161, -1.21382], [1.91439, -3.21941, -2.49373], [1.88729, -4.48930, -3.20720], [0.84096, -5.40614, -2.59869], [0.95474, -5.46909, -1.08376], [1.06875, -4.12429, -0.53046], [2.40620, -2.42955, -2.88903], [2.88029, -4.94568, -3.15739], [1.65940, -4.27858, -4.25450], [0.94533, -6.41121, -3.01696], [-0.16330, -5.05517, -2.88273], [1.83173, -6.04657, -0.78293], [0.07135, -5.94096, -0.64808], [0.93884, -3.96934, 0.46343]], "homo_lumo_gap_ev": 5.236, "charge": 4, "e_tot_ha": -1748.3340}


{"formula": "C20H33NO3", "method": "the ωB97M-V functional and the def2-TZVPD basis", "species": ["C", "C", "N", "C", "C", "C", "C", "O", "C", "C", "O", "C", "O", "C", "C", "C", "C", "C", "C", "C", "C", "C", "C", "C", "H", "H", "H", "H", "H", "H", "H", "H", "H", "H", "H", "H", "H", "H", "H", "H", "H", "H", "H", "H", "H", "H", "H", "H", "H", "H", "H", "H", "H", "H", "H", "H", "H"], "coordinates": [[-4.14904, -2.13236, 1.03010], [-5.19482, -1.07694, 1.42076], [-5.43982, -0.02628, 0.46721], [-5.97175, -0.38100, -0.82546], [-4.97008, -0.75471, -1.92384], [-4.68498, 1.19077, 0.58912], [-3.14986, 1.10388, 0.69691], [-2.58749, 0.63651, -0.51392], [-1.20347, 0.81120, -0.62913], [-0.39129, -0.16033, 0.24389], [0.99940, -0.05584, -0.02994], [1.65539, 0.95353, 0.55271], [1.12179, 1.76548, 1.26410], [3.13840, 0.96672, 0.18677], [3.25620, 1.83171, -1.08646], [2.39338, 1.35914, -2.25255], [3.89075, 1.65005, 1.35343], [5.39346, 1.76759, 1.13619], [3.65058, -0.45149, 0.04016], [4.48910, -0.86171, -0.98765], [4.96560, -2.16166, -1.03781], [4.61804, -3.07456, -0.05977], [3.79291, -2.67489, 0.97785], [3.32051, -1.37755, 1.02690], [-4.55608, -2.81886, 0.29230], [-3.85948, -2.70877, 1.90632], [-3.26635, -1.66044, 0.60920], [-4.89232, -0.59566, 2.35510], [-6.14804, -1.58813, 1.60951], [-6.66484, -1.21240, -0.66674], [-6.56142, 0.47523, -1.17726], [-4.47484, -1.69563, -1.70640], [-4.20986, 0.01467, -2.01366], [-5.49341, -0.85077, -2.87288], [-4.93163, 1.82234, -0.26555], [-5.01403, 1.70825, 1.50377], [-2.76631, 2.11226, 0.91372], [-2.87221, 0.45031, 1.53342], [-0.91831, 1.84218, -0.37114], [-0.96836, 0.62188, -1.68092], [-0.66370, -1.19277, 0.01607], [-0.56437, 0.05348, 1.30404], [2.97007, 2.85260, -0.82211], [4.30141, 1.85582, -1.39418], [2.50023, 0.28904, -2.40972], [2.68816, 1.87699, -3.16324], [1.34296, 1.57081, -2.07063], [3.45777, 2.63943, 1.50928], [3.71114, 1.07011, 2.26091], [5.86243, 2.15226, 2.03871], [5.82653, 0.79494, 0.91300], [5.62609, 2.44867, 0.32213], [4.78913, -0.17459, -1.76254], [5.61554, -2.45867, -1.84828], [4.98957, -4.08767, -0.10174], [3.51929, -3.37560, 1.75320], [2.68230, -1.07857, 1.84674]], "homo_lumo_gap_ev": 8.595, "e_tot_ha": -1062.3421, "smiles": "CCN(CC)CCOCCOC(=O)C(CC)(CC)c1ccccc1"}


{"formula": "CH24F3O15S", "method": "the ωB97M-V functional and the def2-TZVPD basis", "species": ["C", "F", "F", "F", "S", "O", "O", "O", "O", "H", "H", "O", "H", "H", "O", "H", "H", "O", "H", "H", "O", "H", "H", "O", "H", "H", "O", "H", "H", "O", "H", "H", "O", "H", "H", "O", "H", "H", "O", "H", "H", "O", "H", "H"], "coordinates": [[0.85656, -0.27030, 0.07964], [1.43250, -1.43926, -0.18760], [1.06162, 0.05234, 1.33795], [1.36062, 0.58750, -0.75966], [-1.01107, -0.45282, -0.11031], [-1.20290, -0.69835, -1.54853], [-1.52118, -1.55978, 0.70378], [-1.51890, 0.83200, 0.33629], [1.00857, 3.86437, 1.75801], [0.27305, 3.24208, 1.92806], [0.88466, 4.55217, 2.41776], [-1.29712, -3.09187, -2.97169], [-1.50250, -3.56503, -2.16141], [-1.25236, -2.16153, -2.68615], [5.19639, 0.20510, 0.69860], [5.33188, -0.04787, -0.22055], [4.62618, 0.98444, 0.64619], [3.93329, 3.01404, 1.19782], [4.02492, 3.95285, 1.00810], [3.00042, 2.91126, 1.44979], [2.91894, 4.33636, -1.52862], [3.52548, 3.59920, -1.37511], [2.67056, 4.26063, -2.45547], [-4.35864, -0.54993, 0.51296], [-3.48609, -0.70453, 0.12444], [-4.26813, 0.29152, 0.96939], [3.35936, -0.87468, -2.51024], [3.16953, -0.61778, -3.41863], [2.72603, -1.57876, -2.32123], [-4.30901, -3.44650, 1.48602], [-4.19008, -3.27325, 2.42499], [-4.07670, -2.60940, 1.05862], [-1.79599, -4.52333, 0.06671], [-1.35883, -3.79260, 0.52590], [-1.16072, -4.80221, -0.60218], [-1.31759, 0.38413, -4.03512], [-0.93354, 0.21077, -3.15300], [-2.26461, 0.40948, -3.87540], [-1.68909, 2.89182, 2.07735], [-2.39911, 3.47060, 1.78594], [-1.79078, 2.08482, 1.51521], [-1.22579, -1.99685, 3.46622], [-1.09151, -2.16706, 2.51581], [-0.33837, -1.91379, 3.82935]], "homo_lumo_gap_ev": 10.425, "charge": -1, "e_tot_ha": -1879.0191}


{"formula": "C8H17PS3", "method": "the ωB97M-V functional and the def2-TZVPD basis", "species": ["C", "C", "C", "C", "C", "C", "S", "C", "P", "S", "S", "C", "H", "H", "H", "H", "H", "H", "H", "H", "H", "H", "H", "H", "H", "H", "H", "H", "H"], "coordinates": [[-2.35264, -0.33818, 1.47565], [-1.81476, 0.19439, 0.14264], [-2.51517, -0.76596, -0.92307], [-2.25191, 1.59481, -0.09236], [-0.32975, -0.24391, 0.22972], [0.33412, -0.19156, -1.21047], [1.98195, -1.00785, -1.35242], [2.94110, -0.08829, -0.14689], [4.69781, -0.68765, -0.33565], [5.82950, -0.04531, -2.18706], [2.22993, -0.35798, 1.52377], [0.64168, 0.57466, 1.13254], [-2.12275, 0.36194, 2.33292], [-1.94076, -1.31323, 1.71522], [-3.47949, -0.36179, 1.30966], [-2.42425, -0.39036, -1.86492], [-2.27869, -1.76055, -0.84201], [-3.62446, -0.75027, -0.81324], [-3.24740, 1.46669, -0.25663], [-1.71702, 2.05644, -0.88796], [-2.14179, 2.25506, 0.74098], [-0.27904, -1.33899, 0.61076], [-0.30184, -0.69149, -1.84834], [0.40471, 0.88162, -1.42842], [2.71147, 0.98829, -0.52409], [4.62499, -2.13250, -0.29047], [5.22408, -0.21678, 0.85727], [0.93527, 1.64804, 0.79045], [0.26513, 0.66071, 2.14242]], "homo_lumo_gap_ev": 8.534, "e_tot_ha": -1850.8433, "smiles": "CC(C)(C)[C@H]1CS[C@H]([PH2]=S)SC1"}